54
Properties=species:S:1:pos:R:3:forces:R:3:mulliken_charge:R:1 method="wB97M-V/def2-TZVPD" charge=+1 multiplicity=2 homo_energy_ev="-13.8 / -13.8" s_squared=0.763 gap_ev="8.741 / 3.429" energy_ha=-8458.12022
K 3.9461 0.3021 0.6504 -0.02 0.49 -0.35 0.987
K -0.3617 1.3194 -2.7757 -0.01 1.13 0.39 1.031
K 0.7444 -2.8149 -3.2772 0.76 -0.24 0.16 0.994
K -3.8118 -0.5523 0.9962 0.08 0.63 -0.29 1.005
K 1.0836 1.1553 4.0984 -0.06 0.31 -0.17 1.013
S -0.8782 -1.0634 -5.7608 4.95 3.73 -7.04 1.043
S -2.5730 -1.4964 -4.1171 -6.27 -3.15 5.05 0.934
P -0.0919 -0.3996 0.2381 0.02 1.19 0.55 1.338
P 2.9293 3.6899 2.0291 0.54 4.15 -1.14 1.286
P -3.6952 3.2690 -0.9907 -0.72 2.60 1.44 1.237
P 3.7694 -0.8857 -3.0788 3.20 -0.26 -0.96 1.297
F 2.9694 -1.3471 -4.4294 -1.56 0.30 1.07 -0.389
F -1.5150 0.1354 -0.2998 -0.73 -0.22 0.80 -0.498
F 1.7431 3.5183 3.1288 0.04 -0.34 0.35 -0.403
F 1.3781 -0.9205 0.5720 0.21 -0.28 0.38 -0.502
F 2.4816 -1.1501 -2.0843 -0.03 -0.56 -0.57 -0.378
F 2.1494 2.6039 1.0728 0.94 -0.41 0.23 -0.379
F -2.9019 3.0929 -2.3682 0.46 -1.16 -1.10 -0.375
F 0.5698 0.9182 -0.4711 0.16 -1.01 -0.52 -0.520
F 3.7109 4.7842 2.9405 -1.05 -0.89 0.60 -0.340
F -4.3199 1.7454 -1.0186 0.36 -0.33 -0.32 -0.352
F 0.5109 -0.1144 -5.8309 -2.40 -1.65 1.10 -0.264
F -0.7571 -1.6514 1.0620 0.02 0.84 -0.52 -0.403
F 5.0031 -0.6199 -4.0253 0.47 0.88 -0.44 -0.344
F -3.0447 4.7532 -0.8594 -0.57 -0.68 0.10 -0.374
F 4.7059 -0.5402 -1.8038 -0.31 0.34 1.25 -0.436
F 4.3394 -2.4151 -2.9331 -1.63 -0.16 0.46 -0.371
F -0.1586 0.5310 1.5913 -0.26 -1.06 -0.26 -0.352
F -0.1099 -1.3119 -1.1361 0.63 0.03 -0.12 -0.281
F -2.3531 2.6654 -0.2365 -0.73 -0.22 0.24 -0.340
F 3.3418 0.6765 -3.1195 -0.76 -0.62 -0.49 -0.317
F 3.7518 2.4570 2.7640 -0.30 -0.32 -0.48 -0.375
F 2.0548 4.8838 1.2914 0.62 -1.24 0.80 -0.370
F 4.1477 3.9752 0.9767 -0.82 -1.83 -0.27 -0.345
F -4.5150 3.4954 0.4371 0.98 -0.48 -1.03 -0.390
F -2.7090 -1.4843 -2.5560 0.52 -0.12 0.30 -0.126
F -4.9609 3.8374 -1.8403 0.59 -0.61 0.72 -0.350
O -1.8598 -2.6754 4.8394 2.34 -0.20 -1.71 -0.331
O -0.2038 -1.1163 4.8255 0.27 -0.15 0.20 -0.538
O -3.7142 -0.6646 -4.4195 1.50 -0.51 -1.38 -0.327
O 0.1774 -3.2317 4.1833 -0.96 -1.06 -0.30 -0.308
O -2.6108 -2.9388 -4.3817 0.57 2.79 -0.68 -0.440
O -0.3878 -2.3350 -6.2113 -0.85 0.73 2.04 -0.449
O -1.7471 -0.3074 -6.6515 0.51 -1.60 2.68 -0.454
N -1.1803 -0.8365 -4.1418 0.90 -0.33 -2.48 0.079
C -2.7751 -1.9033 5.5987 0.53 -0.08 1.75 -0.688
C -0.5622 -2.2664 4.6630 -2.01 1.10 -0.25 0.837
C 1.5108 -2.9394 3.8468 1.56 0.62 1.11 -0.477
H -3.7620 -1.8115 5.1454 0.27 -0.46 -0.19 0.231
H -2.4411 -0.9128 5.9079 0.37 0.01 -0.50 0.337
H 1.6271 -2.0771 3.1903 -0.35 -0.22 -0.29 0.036
H 2.0652 -3.8105 3.4978 -0.83 -0.13 -0.42 0.270
H 2.0332 -2.6983 4.7726 0.06 0.28 0.12 0.336
H -2.7433 -2.5169 6.4991 -1.19 0.43 0.37 0.293

101
Properties=species:S:1:pos:R:3:forces:R:3:mulliken_charge:R:1 method="wB97M-V/def2-TZVPD" charge=-1 homo_energy_ev=-3.3 gap_ev=4.824 energy_ha=-23366.72052
Br -1.5218 -3.8947 2.1019 0.34 0.99 -2.61 -0.049
Br -0.4849 -4.8930 -0.4870 -3.98 -3.90 -0.56 -0.421
Br -4.4188 -0.2668 -3.7123 -0.04 -0.42 0.56 -0.299
Cl 2.9867 -0.1021 5.9089 -0.04 -0.07 -0.03 -0.176
Cl 0.3434 -8.2501 -3.5139 -0.06 0.03 -0.07 -0.186
Cl -4.3488 3.5186 -1.0885 -0.10 0.00 0.12 -0.048
Cl 2.2059 2.7670 9.4054 0.01 0.56 0.57 -0.127
Cl 3.8077 2.9755 3.2844 0.08 0.07 -0.24 -0.116
Cl 0.4724 1.8678 1.3059 0.11 -0.15 0.10 -0.023
Cl 0.8726 -1.2667 -2.1758 1.23 0.61 -0.10 -0.071
Cl 4.2139 3.7611 -7.4715 0.15 -0.08 -0.23 -0.129
Cl 1.4887 -9.2472 -1.0253 0.07 -0.12 0.13 -0.198
Cl 5.3058 6.8955 -4.8905 0.03 -0.03 -0.06 -0.117
Cl 3.2128 4.5972 -3.1767 0.04 -0.06 0.15 -0.155
Cl -4.4588 -4.3705 6.5839 -0.33 -0.17 0.56 -0.195
Cl -0.9018 1.1462 3.7737 -0.02 -0.04 0.18 -0.174
Cl -3.0847 -3.6489 4.1160 -1.04 -0.01 2.90 -0.107
Cl 0.6571 4.4087 -4.5667 0.04 -0.04 -0.32 -0.176
Cl 4.7977 5.1069 1.5593 -0.01 0.12 -0.08 -0.196
Cl -8.2847 -1.0462 -0.0196 -0.07 0.03 0.02 -0.125
Cl 2.2717 2.7196 6.0700 -0.17 -0.01 0.38 -0.168
Cl 6.2087 -3.1749 -3.2474 0.02 -0.03 -0.14 -0.090
Cl 4.2952 -0.9852 -3.4548 0.26 0.28 -0.44 -0.103
Cl 8.7080 -4.6271 -1.5282 0.17 -0.05 0.13 -0.136
Cl -6.7871 4.6183 -2.2481 -0.17 0.05 0.00 -0.181
Cl -9.1079 -3.0960 5.4311 -0.04 -0.02 0.14 -0.183
Cl 1.5703 -3.6167 -0.5978 3.35 2.80 -0.49 -0.113
Cl -1.0263 3.2915 -1.6476 0.07 0.12 -0.07 -0.062
Cl 0.4746 5.0207 0.1570 0.07 0.33 0.01 -0.118
Cl 10.0822 -3.9055 -3.9960 0.13 0.01 -0.02 -0.147
Cl -8.9997 1.7756 0.1414 -0.13 0.11 0.05 -0.147
Cl 7.2742 8.3245 -3.2835 0.07 -0.02 0.08 -0.173
Cl 2.3004 5.9508 -7.6788 -0.10 0.17 -0.40 -0.133
Cl -7.7337 -2.3745 2.9633 0.11 0.00 0.07 -0.082
Cl 3.2343 0.7603 11.2533 0.03 0.02 0.08 -0.154
N -1.3849 -2.5640 -1.8554 -4.01 -1.79 1.62 -0.098
C 0.6597 1.5019 3.0252 0.38 0.03 0.04 -0.223
C 2.4156 4.4355 -4.7462 0.18 -0.01 -0.22 0.290
C -2.1156 -1.3235 0.7866 -0.57 0.84 1.22 -0.623
C -6.0838 3.7730 -0.8640 0.01 -0.24 0.35 -0.128
C 2.1859 -2.1794 -1.4225 0.97 0.20 0.08 -0.116
C 3.1068 4.6333 -8.5386 -0.05 -0.11 -0.38 -0.234
C -2.4367 -2.9115 0.5667 0.00 0.89 -0.66 -0.054
C -4.9881 -2.9717 -2.6387 -0.07 0.49 1.12 -0.812
C 2.8331 2.4675 11.0308 0.00 0.27 0.30 -0.286
C 10.2695 -4.2714 -2.2767 0.24 -0.01 0.22 -0.231
C 3.3784 4.1835 2.0673 -0.36 -0.07 -0.24 -0.015
C -9.1763 0.1823 0.8866 -0.13 -0.23 0.31 -0.275
C -2.3425 -2.2336 -2.9786 0.89 0.04 0.33 -0.647
C 0.3701 -8.0883 -1.7538 -0.24 0.37 0.21 0.344
C -3.8513 -1.7864 -2.4768 -0.08 -1.39 -0.25 0.296
C -0.3943 4.9205 -1.3793 -0.17 0.18 -0.33 -0.090
C 6.3657 6.8205 -3.4777 -0.04 -0.36 0.23 -0.205
C 5.1016 -2.3026 -4.3145 -0.09 -0.02 -0.30 -0.382
C -2.8973 -4.0148 5.8354 -0.04 0.38 -0.06 -0.355
C 2.0951 1.1263 6.8151 -0.20 -0.33 0.22 -0.076
C -1.9647 -3.5446 -0.8644 -0.69 2.25 -2.70 -0.255
C -7.5464 -2.7403 4.6826 0.45 -0.01 0.11 -0.164
H -2.8690 -4.1847 -1.2770 1.74 0.97 0.89 0.241
H -6.0482 -2.4592 -2.7017 2.10 -1.17 -0.04 0.282
H -10.2351 -0.0870 0.9039 0.29 0.10 -0.13 0.322
H -7.1001 -1.8776 5.1833 -0.21 -0.21 -0.17 0.254
H 5.7577 6.6544 -2.5851 0.08 0.13 -0.28 0.194
H 2.6960 5.2830 -5.3766 -0.09 -0.30 0.46 -0.243
H -1.9146 -1.2947 -3.5769 -0.69 -2.01 1.42 0.202
H -4.9741 -3.5852 -1.6239 0.00 1.05 -2.15 0.196
H -0.6346 -8.2706 -1.3645 0.32 0.02 -0.15 0.255
H 5.6679 -1.8870 -5.1517 -0.09 -0.07 0.31 0.289
H -3.8765 -1.3422 -1.3841 0.20 -0.88 -2.43 0.120
H 2.6912 -1.5402 -0.6942 -0.11 -0.01 -0.23 0.329
H 1.3131 0.6330 3.1349 -0.24 0.16 -0.05 0.312
H -6.2420 4.3716 0.0364 0.08 -0.07 -0.31 0.280
H -4.7903 -3.7002 -3.5391 -0.34 1.67 1.76 0.240
H -2.1149 -0.6660 -0.1803 0.20 -1.70 1.67 0.141
H -2.3605 -3.1188 -3.7799 -0.69 1.59 1.39 0.152
H 3.6731 5.0489 -9.3758 -0.09 -0.05 0.33 0.288
H -2.2440 -4.8838 5.9451 -0.29 0.14 -0.11 0.266
H 7.0691 5.9937 -3.6041 -0.17 0.29 -0.07 0.297
H 2.4825 1.1661 7.8362 0.00 -0.17 -0.68 0.089
H 10.9228 -5.1404 -2.1670 -0.27 0.18 -0.10 0.259
H -1.2275 5.6273 -1.3636 0.16 -0.25 0.14 0.315
H -8.7889 0.2221 1.9077 0.01 0.00 -0.33 0.235
H 2.8935 -2.4885 -2.1957 -0.42 0.04 0.36 -0.114
H 0.6881 -7.0756 -1.4944 -0.07 -0.33 -0.16 -0.265
H 10.7158 -3.4086 -1.7760 -0.23 -0.17 -0.18 0.252
H -6.8931 -3.6093 4.7923 -0.23 0.20 -0.09 0.164
H 2.6408 4.8692 2.4913 0.28 -0.14 -0.04 0.243
H 1.1060 2.3647 3.5260 -0.26 -0.27 -0.16 0.109
H 2.7396 3.5035 -5.2155 -0.19 0.23 0.30 0.241
H -2.4510 -3.1520 6.3361 -0.21 -0.18 -0.10 0.280
H -3.6046 -3.0816 0.6642 2.46 0.20 0.01 0.230
H 4.3465 -2.9980 -4.6889 0.14 0.17 0.23 0.299
H 0.2901 5.1749 -2.1924 -0.13 -0.19 0.37 -0.068
H -1.1264 -1.1105 1.4217 -2.09 -0.72 -1.70 0.137
H 2.9537 3.6766 1.1973 0.18 0.08 0.23 0.113
H 2.0741 2.7530 11.7632 0.14 -0.17 -0.25 0.283
H 3.7344 3.0672 11.1805 -0.20 -0.23 -0.15 0.273
H -6.5742 2.8028 -0.7530 0.20 0.25 -0.17 0.070
H -2.9989 -0.8970 1.4674 1.83 -0.90 -1.31 0.255
H 1.0362 0.8570 6.8324 0.25 0.08 -0.17 0.329
H 2.3516 3.9380 -8.9130 0.16 0.18 0.24 0.271

57
Properties=species:S:1:pos:R:3:forces:R:3:mulliken_charge:R:1 method="wB97M-V/def2-TZVPD" charge=0 multiplicity=6 relative_energy_ev=0.430 homo_energy_ev="-9.4 / -9.4" s_squared=8.753 gap_ev="8.361 / 8.016" energy_ha=-2418.09682
Mn 22.4061 16.9318 7.3725 1.34 1.67 0.92 0.819
O 22.5447 20.1612 3.3985 -1.32 0.56 -0.68 -0.494
O 18.6734 23.1896 10.8239 -0.10 -0.16 -0.34 -0.545
O 24.9720 16.7941 4.0634 0.90 0.36 -1.13 -0.572
O 16.8040 17.8980 7.2598 -0.27 -0.36 -0.07 -0.563
O 24.0949 17.1984 8.8353 -2.48 0.35 2.70 -0.718
O 21.4194 18.9187 7.7691 -0.51 -0.60 0.07 -0.661
O 19.2683 25.7333 6.3804 0.63 0.69 -0.54 -0.552
O 21.1748 16.1708 9.1979 0.45 -1.02 -1.35 -0.324
O 24.6304 16.7762 6.8535 -1.26 -1.58 -4.44 -0.813
O 19.6645 16.8738 3.4978 0.24 -0.32 0.06 -0.513
O 22.5394 18.6783 5.9199 -0.48 -0.53 -0.51 -0.582
C 18.0041 18.5542 7.6133 -0.32 0.30 -0.07 -0.355
C 19.6284 22.2238 10.4142 0.65 -0.13 0.75 -0.315
C 21.7817 19.3774 6.6533 0.44 0.66 0.52 1.344
C 23.6983 16.5637 3.5003 0.20 -0.09 1.31 -0.300
C 21.1046 16.8904 10.3994 0.29 1.63 0.93 -0.531
C 24.9535 17.1159 7.9689 2.69 0.75 1.45 1.084
C 18.9264 18.0390 3.7574 -0.54 0.65 -0.46 -0.392
C 26.3961 17.4557 8.2725 0.57 0.22 0.46 -1.207
C 19.5368 24.3623 6.0892 -0.76 0.59 0.96 -0.226
C 23.8081 20.3978 2.8562 0.83 -0.64 0.30 -0.618
C 21.4038 20.7939 6.2387 0.57 0.27 0.53 -1.056
H 22.5574 19.6345 4.2011 0.61 -0.32 0.18 0.246
H 17.9591 19.5504 7.1734 0.63 0.15 0.01 0.274
H 22.2594 21.3014 5.7932 -0.10 -0.43 -0.63 0.391
H 18.3949 25.8504 6.7612 0.00 -0.33 -0.06 0.301
H 20.4325 15.5679 9.1137 -0.12 0.02 0.09 0.239
H 20.4138 17.7232 10.2673 -0.26 -0.11 0.25 0.159
H 20.1971 22.4261 9.5066 -0.68 0.16 -0.56 0.081
H 18.3251 18.2921 2.8841 -0.05 -0.36 -0.11 0.320
H 26.8668 18.0303 7.4748 -0.28 0.03 -0.07 0.325
H 18.7306 23.9742 5.4666 0.21 -0.40 -0.09 0.260
H 23.7955 21.1387 2.0569 -0.43 0.24 0.30 0.274
H 27.0406 16.5882 8.4140 -0.36 -0.39 -0.24 0.326
H 24.9090 16.8021 5.0213 -0.09 0.08 0.29 0.515
H 19.0338 24.0790 10.7972 0.23 -0.08 -0.05 0.295
H 22.0697 17.3572 10.5962 0.14 -0.22 -0.32 0.224
H 20.8795 16.3016 11.2886 -0.27 -0.32 -0.33 0.351
H 19.5565 23.8923 7.0724 0.10 -0.83 -0.23 0.025
H 23.3027 15.7934 4.1623 -0.98 -0.36 -0.42 0.181
H 24.2268 19.5017 2.3982 0.08 -0.27 0.00 0.238
H 20.2210 16.7520 4.2704 0.22 -0.19 -0.15 0.247
H 23.7476 16.2005 2.4737 0.24 0.05 0.13 0.356
H 19.5672 18.9128 3.8754 0.18 0.06 0.41 0.108
H 26.4918 17.9927 9.2162 -0.27 0.18 -0.13 0.330
H 18.0746 18.6515 8.6966 0.30 -0.01 0.12 0.356
H 20.4417 22.1182 11.1321 -0.04 0.03 0.54 0.324
H 21.2192 21.4466 7.0919 -0.54 -0.51 0.29 0.038
H 19.1268 21.2562 10.3974 -0.04 0.17 -0.38 0.153
H 18.2383 17.8963 4.5906 0.02 0.19 0.22 0.195
H 24.4906 20.6938 3.6529 0.31 0.29 -0.14 0.272
H 16.1082 18.5451 7.3962 -0.23 -0.20 -0.05 0.314
H 20.5093 24.2546 5.6088 -0.18 0.26 -0.03 0.209
H 18.8477 17.9867 7.2204 -0.04 0.13 0.06 -0.048
H 20.5446 20.7920 5.5680 0.16 0.03 -0.07 0.272
H 23.0840 17.4618 3.5635 -0.23 0.00 -0.23 -0.056

3
Properties=species:S:1:pos:R:3:forces:R:3:mulliken_charge:R:1 method="wB97M-V/def2-TZVPD" charge=+3 multiplicity=3 relative_energy_ev=0.000 homo_energy_ev="-28.1 / -25.6" s_squared=2.012 gap_ev="11.788 / 4.062" energy_ha=-5853.37116
Br 25.9387 0.2730 -16.7664 0.19 0.25 -0.12 0.649
Cu 24.3778 2.4102 -16.3585 -0.24 0.39 0.05 1.180
Cu 26.0125 -2.5070 -16.4217 0.05 -0.63 0.07 1.171